The following is a DFT calculation (ωB97M-V/def2-TZVPD) of C36H33Cl5N4NiOPS as an isolated structure.

Cartesian coordinates (Å):
Ni (0.253, -1.382, -0.263)
Cl (0.198, -5.633, -5.847)
Cl (4.222, -2.795, -3.669)
Cl (2.345, -2.024, -1.292)
Cl (3.129, -4.593, -5.977)
Cl (-1.696, -4.730, -3.555)
S (1.562, -1.924, 1.915)
P (0.208, 0.207, -1.995)
O (-0.352, -3.003, -1.564)
N (1.561, 0.870, 4.658)
N (1.709, -0.228, 3.867)
N (-0.449, -0.014, 1.088)
N (0.121, 0.351, 2.226)
C (-2.091, 3.623, -2.063)
C (1.782, -3.031, -2.561)
C (0.790, -4.607, -4.596)
C (-3.850, 0.130, -0.167)
C (3.260, 2.339, -0.393)
C (4.004, 2.774, -1.477)
C (-1.029, 2.760, -1.858)
C (2.112, -4.170, -4.648)
C (1.076, -0.375, 2.742)
C (0.675, 4.850, 3.804)
C (1.423, 2.691, 3.067)
C (0.006, -3.957, 3.910)
C (-1.115, 1.437, -2.270)
C (2.598, -3.372, -3.615)
C (0.399, -3.400, -2.487)
C (-1.330, -4.894, 1.976)
C (-3.239, 3.181, -2.698)
C (-3.339, 1.859, -3.104)
C (0.555, 4.357, 5.095)
C (0.840, 3.037, 5.374)
C (-0.105, -2.718, 1.767)
C (2.124, 1.581, -0.602)
C (-2.542, -0.252, 0.009)
C (1.251, 2.167, 4.354)
C (-0.042, -4.233, -3.559)
C (-2.292, 0.991, -2.869)
C (2.435, 1.731, -2.972)
C (-2.220, 1.592, 1.548)
C (-4.349, 1.248, 0.489)
C (3.591, 2.463, -2.762)
C (0.331, -0.415, -3.731)
C (1.695, 1.270, -1.889)
C (-1.708, 0.465, 0.883)
C (-3.523, 1.979, 1.331)
C (-0.090, -4.107, 2.395)
C (1.126, 4.008, 2.798)
H (-5.380, 1.538, 0.350)
H (0.070, -4.925, 4.401)
H (3.583, 2.571, 0.612)
H (0.430, 5.880, 3.584)
H (0.233, 5.009, 5.896)
H (-0.369, -2.734, 0.687)
H (-4.495, -0.436, -0.823)
H (-2.243, -4.358, 2.227)
H (2.128, 1.509, -3.982)
H (-2.139, -1.137, -0.489)
H (0.142, 0.381, -4.449)
H (-0.865, -3.431, 4.297)
H (-3.914, 2.859, 1.827)
H (-2.378, -0.052, -3.141)
H (1.620, 0.632, 5.640)
H (-1.317, -5.064, 0.902)
H (-2.023, 4.645, -1.717)
H (-4.242, 1.499, -3.581)
H (-0.813, -2.093, 2.315)
H (4.184, 2.783, -3.607)
H (-4.058, 3.862, -2.878)
H (-0.125, 3.113, -1.384)
H (-1.352, -5.862, 2.476)
H (0.796, -4.646, 2.041)
H (1.555, 1.190, 0.230)
H (1.318, -0.841, -3.892)
H (0.893, -3.381, 4.162)
H (-1.570, 2.137, 2.218)
H (-0.407, -1.200, -3.879)
H (0.748, 2.664, 6.386)
H (1.260, 4.381, 1.792)
H (1.803, 2.058, 2.285)
H (4.907, 3.347, -1.318)

Results
LUMO level (spin up / spin down) in hartree: 0.089 / 0.079
Charge: -1
Multiplicity: 3
ΔE to the lowest compared entry with this formula, charge and spin in eV: 0.220
F_max in Eh/bohr: 0.04174
E_HOMO (spin up / spin down) in eV: -3.7884 / -4.2944
E in Eh: -6234.7318